--- P ---
Here is a structure of composition C12H36KO20PV2 from the OMol25 dataset. Energies are from ωB97M-V with the def2-TZVPD basis set.

Results
highest occupied orbital energy: -0.3215 hartree
net charge: 0
Kohn-Sham gap: 5.77 eV
spin multiplicity: 1
LUMO level: -2.98 eV

Each line ends with the Löwdin charge.
Geometry (Å):
K  -5.130  0.626  -1.283  0.92
O  -3.299  -2.095  2.358  -0.28
V  -3.107  -2.012  0.793  0.97
O  -3.087  -3.488  0.194  -0.26
O  -1.810  3.035  2.335  -0.24
V  -2.421  1.962  1.347  0.97
O  -3.860  2.462  0.983  -0.35
P  -1.201  -0.152  0.137  0.13
O  -1.057  -1.605  0.643  -0.33
O  -2.721  0.073  0.387  -0.46
O  -0.858  0.014  -1.321  -0.30
O  -0.537  0.850  1.086  -0.32
C  1.567  -2.957  -0.928  -0.23
C  2.313  -2.262  0.225  -0.26
O  2.593  -3.112  1.306  -0.05
O  0.333  -3.532  -0.532  -0.08
H  2.175  -3.786  -1.293  0.12
H  1.409  -2.228  -1.738  0.10
H  1.718  -1.387  0.547  0.10
H  3.265  -1.925  -0.197  0.12
H  1.750  -3.353  1.721  0.07
H  -0.299  -2.843  -0.235  0.02
C  -2.351  2.710  -2.903  -0.21
C  -2.369  3.565  -1.648  -0.17
O  -1.674  2.974  -0.539  -0.12
O  -2.820  1.398  -2.614  -0.17
H  -1.373  2.691  -3.381  0.13
H  -3.087  3.145  -3.585  0.13
H  -3.369  3.873  -1.340  0.12
H  -1.895  4.528  -1.891  0.14
H  -0.727  2.831  -0.820  0.09
H  -2.107  0.923  -2.130  0.03
C  -1.157  -2.362  -3.768  -0.22
C  -0.571  -1.083  -4.359  -0.23
O  0.535  -0.606  -3.590  -0.08
O  -1.803  -2.124  -2.523  -0.09
H  -0.332  -3.077  -3.648  0.12
H  -1.863  -2.827  -4.460  0.12
H  -1.334  -0.295  -4.427  0.11
H  -0.248  -1.298  -5.382  0.12
H  0.107  -0.407  -2.734  0.02
H  -1.387  -1.393  -2.044  -0.01
C  2.296  1.465  2.790  -0.21
C  1.818  2.843  2.388  -0.21
O  1.177  2.893  1.098  -0.11
O  1.257  0.635  3.314  -0.07
H  2.997  1.649  3.608  0.13
H  2.815  0.971  1.966  0.12
H  2.681  3.520  2.374  0.13
H  1.178  3.303  3.154  0.12
H  0.583  2.114  1.061  0.02
H  0.665  0.412  2.582  0.04
C  0.463  -2.531  5.214  -0.24
C  -0.502  -2.277  4.090  -0.24
O  0.014  -2.854  2.897  -0.08
O  1.789  -2.073  4.947  -0.06
H  0.553  -3.595  5.443  0.12
H  0.077  -1.993  6.091  0.12
H  -0.547  -1.188  3.956  0.11
H  -1.451  -2.771  4.308  0.11
H  -0.416  -2.491  2.108  0.03
H  1.776  -1.458  4.201  0.05
C  3.039  1.438  -1.458  -0.23
C  2.005  2.096  -2.352  -0.20
O  0.709  2.186  -1.757  -0.10
O  3.424  2.257  -0.374  -0.07
H  3.915  1.170  -2.045  0.13
H  2.576  0.507  -1.082  0.11
H  1.879  1.559  -3.301  0.11
H  2.349  3.092  -2.643  0.13
H  0.360  1.314  -1.496  0.03
H  2.611  2.350  0.168  0.03



--- Q ---
Here is a structure of composition C12H36KO20PV2 from the OMol25 dataset. Energies are from ωB97M-V with the def2-TZVPD basis set.

Results
highest occupied orbital energy: -0.2838 hartree
net charge: 0
Kohn-Sham gap: 4.25 eV
spin multiplicity: 1
LUMO level: -3.47 eV

Each line ends with the Löwdin charge.
Geometry (Å):
K  -3.924  1.760  -3.348  0.88
O  1.617  2.684  -5.054  -0.35
V  0.837  3.468  -3.825  1.17
O  1.396  4.944  -3.783  -0.28
O  1.337  -3.324  -2.031  -0.27
V  0.788  -2.001  -2.750  1.19
O  0.202  -2.336  -4.219  -0.30
P  -0.349  1.227  -0.870  -0.06
O  0.124  2.716  -0.925  -0.44
O  -0.258  0.899  -2.398  -0.52
O  -1.807  1.071  -0.348  -0.46
O  0.714  0.158  -0.406  -0.46
C  4.591  -1.451  -5.114  -0.19
C  4.205  -1.164  -6.577  -0.17
O  4.453  0.286  -6.831  -0.10
O  3.658  -0.855  -4.126  -0.10
H  5.578  -1.085  -4.834  0.12
H  4.606  -2.541  -5.092  0.11
H  3.118  -1.198  -6.639  0.11
H  4.748  -1.756  -7.314  0.12
H  3.636  0.733  -6.600  0.06
H  3.800  0.068  -3.905  0.08
C  1.951  -4.136  3.972  -0.24
C  1.998  -3.186  2.741  -0.25
O  0.752  -2.590  2.526  -0.06
O  2.081  -3.309  5.104  -0.07
H  2.806  -4.812  3.931  0.11
H  1.104  -4.818  4.044  0.12
H  2.436  -3.720  1.898  0.11
H  2.653  -2.347  2.978  0.12
H  0.783  -1.913  1.846  0.08
H  1.345  -2.697  5.032  0.08
C  -3.987  -0.339  3.662  -0.19
C  -5.247  0.189  2.879  -0.22
O  -5.063  -0.026  1.461  -0.09
O  -2.841  0.495  3.324  -0.08
H  -3.801  -1.386  3.425  0.11
H  -4.222  -0.201  4.718  0.11
H  -5.487  1.232  3.081  0.11
H  -6.147  -0.331  3.207  0.11
H  -4.167  0.209  1.209  0.04
H  -2.690  0.614  2.384  0.05
C  -3.216  -3.943  -0.981  -0.26
C  -2.446  -5.047  -0.302  -0.25
O  -2.231  -4.689  1.052  -0.05
O  -2.460  -2.774  -1.252  -0.06
H  -4.058  -3.733  -0.321  0.12
H  -3.670  -4.393  -1.865  0.11
H  -1.516  -5.271  -0.825  0.12
H  -3.053  -5.948  -0.392  0.12
H  -1.530  -4.038  1.135  0.08
H  -2.751  -2.034  -0.714  0.08
C  -3.423  5.288  1.315  -0.19
C  -1.986  5.627  1.406  -0.24
O  -1.450  5.994  0.117  -0.09
O  -3.705  4.437  0.133  -0.10
H  -3.998  6.213  1.266  0.12
H  -3.724  4.635  2.135  0.12
H  -1.359  4.747  1.548  0.12
H  -1.630  6.415  2.070  0.12
H  -1.179  5.125  -0.188  0.05
H  -3.152  3.653  0.179  0.05
C  4.339  1.623  2.038  -0.22
C  3.142  2.601  2.212  -0.25
O  2.998  3.571  1.194  -0.06
O  4.138  0.692  0.948  -0.09
H  4.434  1.081  2.979  0.10
H  5.257  2.181  1.856  0.11
H  3.109  3.112  3.175  0.11
H  2.314  1.892  2.186  0.11
H  2.253  3.321  0.643  0.06
H  3.223  0.429  0.822  0.05



Which structure is most stable? P, by 298.8 kcal/mol over the runner-up.



--- P ---
Here is the molecule C8H7N3O from the OMol25 dataset. Energies are from ωB97M-V with the def2-TZVPD basis set.

Results
highest occupied orbital energy: -0.3481 hartree
net charge: 0
Kohn-Sham gap: 9.14 eV
spin multiplicity: 1
LUMO level: -0.33 eV

Each line ends with the Löwdin charge.
Geometry (Å):
C  1.352  -1.236  -2.357  -0.08
N  1.354  -0.233  -1.407  -0.14
N  2.566  0.290  -1.067  0.01
O  3.554  -0.085  -1.744  -0.06
C  0.387  -0.034  -0.411  -0.23
C  -0.904  -0.246  -0.842  -0.02
C  -1.961  -0.054  0.010  -0.03
C  -1.699  0.367  1.294  -0.25
C  -2.765  0.561  2.251  -0.16
N  -3.612  0.539  3.088  0.15
C  -0.402  0.512  1.768  -0.02
C  0.620  0.233  0.900  -0.02
H  0.633  -1.249  -3.189  0.10
H  2.318  -1.054  -2.833  0.07
H  1.478  -2.260  -1.928  0.12
H  -1.101  -0.427  -1.956  0.15
H  -3.019  -0.266  -0.297  0.14
H  -0.287  0.734  2.846  0.14
H  1.625  0.410  1.334  0.13



--- Q ---
Here is the molecule C8H7N3O from the OMol25 dataset. Energies are from ωB97M-V with the def2-TZVPD basis set.

Results
highest occupied orbital energy: -0.3470 hartree
net charge: 0
Kohn-Sham gap: 10.01 eV
spin multiplicity: 1
LUMO level: 0.56 eV

Each line ends with the Löwdin charge.
Geometry (Å):
N  1.770  2.069  0.046  0.06
C  1.867  0.562  0.070  -0.35
N  3.012  0.049  -0.101  0.15
O  2.695  -1.316  -0.069  -0.05
N  1.422  -1.494  0.011  0.11
C  0.816  -0.346  0.014  -0.15
C  -0.664  -0.126  0.015  -0.16
C  -1.444  -1.237  0.089  -0.01
C  -2.831  -1.121  0.035  -0.02
C  -3.439  0.131  -0.009  -0.07
C  -2.599  1.203  -0.071  -0.03
C  -1.174  1.098  -0.129  -0.02
H  1.431  2.354  1.126  0.17
H  2.663  2.518  -0.212  0.07
H  -0.975  -1.988  0.047  0.00
H  -3.524  -2.049  0.281  0.15
H  -4.328  0.168  -0.178  0.01
H  -2.829  2.281  -0.163  0.12
H  -0.616  1.882  -0.121  0.03



Which structure is most stable? P, by 53.9 kcal/mol over the runner-up.



--- P ---
Here is a cluster of 2 separate species, C2H6NO3 in total from the OMol25 dataset. Energies are from ωB97M-V with the def2-TZVPD basis set.

Results
highest occupied orbital energy: -0.1503 hartree
net charge: -1
Kohn-Sham gap: 7.51 eV
spin multiplicity: 1
LUMO level: 3.42 eV

Each line ends with the Löwdin charge.
Geometry (Å):
C  -0.226  -0.886  0.607  -0.27
N  -1.005  0.200  0.556  -0.11
C  -2.358  0.182  -0.107  -0.76
O  -2.622  1.239  -0.790  -0.14
O  -2.891  -0.909  -0.028  -0.06
H  0.581  -0.995  -0.259  0.09
H  -0.907  -1.824  0.609  0.09
H  0.301  -0.893  1.617  0.06
H  -0.586  1.018  0.045  0.11
H  2.655  1.201  -0.266  0.06
H  3.477  0.610  -1.394  -0.01
O  3.581  1.056  -0.590  -0.06



--- Q ---
Here is a cluster of 2 separate species, C2H6NO3 in total from the OMol25 dataset. Energies are from ωB97M-V with the def2-TZVPD basis set.

Results
highest occupied orbital energy: -0.1506 hartree
net charge: -1
Kohn-Sham gap: 8.22 eV
spin multiplicity: 1
LUMO level: 4.13 eV

Each line ends with the Löwdin charge.
Geometry (Å):
O  -2.617  -0.184  -0.306  -0.09
C  -1.403  0.112  -0.207  -0.72
O  -0.903  1.202  0.149  -0.08
C  -0.501  -1.090  -0.650  -0.22
N  0.970  -0.986  -0.507  -0.02
H  -0.800  -1.926  -0.022  0.09
H  -0.748  -1.311  -1.684  0.09
H  1.138  -0.503  0.357  0.02
H  1.241  -0.267  -1.162  0.04
H  1.228  1.747  2.094  0.03
H  0.776  1.635  0.720  -0.01
O  1.620  1.570  1.219  -0.12



--- R ---
Here is a cluster of 2 separate species, C2H6NO3 in total from the OMol25 dataset. Energies are from ωB97M-V with the def2-TZVPD basis set.

Results
highest occupied orbital energy: -0.1532 hartree
net charge: -1
Kohn-Sham gap: 8.36 eV
spin multiplicity: 1
LUMO level: 4.19 eV

Each line ends with the Löwdin charge.
Geometry (Å):
C  1.017  -1.518  -0.384  -0.17
N  1.163  -0.281  0.318  -0.04
C  -0.012  0.406  0.754  -0.83
O  0.120  1.640  0.946  -0.10
O  -1.037  -0.305  0.871  -0.09
H  0.562  -1.410  -1.372  0.05
H  0.403  -2.192  0.206  0.07
H  1.977  -2.017  -0.559  0.06
H  1.984  0.265  0.137  0.10
H  -1.118  1.049  -1.448  0.03
H  -1.449  -0.388  -1.420  0.01
O  -1.239  0.308  -2.059  -0.09



Which structure is most stable? R, by 2.3 kcal/mol over the runner-up.



--- P ---
Here is a cluster of 2 separate species, C2H6NO3 in total from the OMol25 dataset. Energies are from ωB97M-V with the def2-TZVPD basis set.

Results
highest occupied orbital energy: -0.1565 hartree
net charge: -1
Kohn-Sham gap: 8.51 eV
spin multiplicity: 1
LUMO level: 4.26 eV

Each line ends with the Löwdin charge.
Geometry (Å):
C  -0.799  -1.406  0.841  -0.14
N  0.230  -0.844  -0.011  -0.02
C  -0.151  0.019  -1.062  -0.81
O  0.800  0.522  -1.736  -0.11
O  -1.367  0.181  -1.254  -0.06
H  -1.711  -0.872  0.586  0.06
H  -0.644  -1.266  1.917  0.06
H  -0.958  -2.475  0.635  0.06
H  1.161  -0.969  0.341  0.11
H  1.107  1.678  -0.476  -0.02
H  0.914  3.109  0.003  0.01
O  1.420  2.322  0.215  -0.12



--- Q ---
Here is a cluster of 2 separate species, C2H6NO3 in total from the OMol25 dataset. Energies are from ωB97M-V with the def2-TZVPD basis set.

Results
highest occupied orbital energy: -0.1301 hartree
net charge: -1
Kohn-Sham gap: 7.61 eV
spin multiplicity: 1
LUMO level: 4.07 eV

Each line ends with the Löwdin charge.
Geometry (Å):
O  0.596  -0.847  -1.538  -0.11
C  0.495  0.228  -0.895  -0.39
N  0.094  0.370  0.351  0.04
C  -0.065  1.840  1.021  -0.52
O  0.375  2.778  0.262  -0.27
H  0.764  1.188  -1.347  0.12
H  -0.234  -0.456  0.837  0.11
H  0.479  1.666  1.973  0.07
H  -1.162  1.834  1.230  0.07
H  -0.524  -2.190  -1.022  -0.02
H  -0.031  -3.327  -0.165  0.01
O  -0.790  -3.083  -0.706  -0.12



Which structure is most stable? P, by 28.5 kcal/mol over the runner-up.